No. 1
Computed, not measured: a cluster of 10 separate species, C33H66O13 in total at a distorted geometry, with the ωB97M-V functional and the def2-TZVPD basis.

SMILES = CCOC(C)=O.CCOC(C)=O.CCOC(C)=O.CC(C)=O.CC(C)=O.CC(C)=O.CC(C)=O.CC(C)=O.CC(C)=O.CC(C)=O
ΔE to the lowest compared entry with this formula, charge and spin = 346.70 kcal/mol
molar mass = 670.9 g/mol
frontier orbital gap = 0.3479 hartree
multiplicity = 1
E_HOMO = -0.3452 Eh

Geometry (Å):
O  3.400  -3.155  -4.571
C  2.480  -3.882  -4.226
O  1.412  -4.109  -4.985
C  1.459  -3.762  -6.374
C  0.162  -4.504  -6.929
C  2.448  -4.450  -2.802
H  2.308  -4.362  -6.796
H  1.476  -2.621  -6.611
H  0.128  -5.382  -6.414
H  0.230  -4.655  -8.027
H  -0.772  -3.900  -6.646
H  1.950  -5.382  -2.693
H  1.663  -3.912  -2.088
H  3.513  -4.670  -2.322
O  3.493  1.893  -1.402
C  2.319  2.199  -1.722
O  1.597  1.372  -2.472
C  2.378  0.292  -3.145
C  1.464  -0.250  -4.427
C  1.688  3.495  -1.431
H  2.696  -0.650  -2.579
H  3.425  0.333  -3.331
H  0.542  -0.779  -4.121
H  1.937  -0.965  -5.116
H  1.014  0.573  -4.973
H  2.176  4.039  -0.648
H  0.599  3.417  -1.002
H  1.755  4.005  -2.294
O  2.153  2.976  2.230
C  1.599  3.559  3.129
O  1.427  4.817  3.233
C  1.972  5.652  2.167
C  1.889  7.051  2.695
C  0.702  2.809  4.129
H  1.489  5.636  1.061
H  3.027  5.448  2.131
H  2.678  7.082  3.607
H  0.928  7.113  2.924
H  2.060  7.794  1.734
H  -0.464  3.433  4.237
H  0.959  2.846  5.245
H  0.533  1.803  3.801
C  -1.491  0.101  5.255
C  -1.349  -0.363  3.855
O  -1.386  0.560  2.839
C  -1.378  -1.817  3.606
H  -2.451  -0.055  5.644
H  -1.426  1.221  5.362
H  -0.681  -0.430  5.686
H  -2.282  -2.045  3.369
H  -0.965  -2.280  4.447
H  -0.794  -2.031  2.671
C  2.938  -4.859  1.817
C  3.008  -4.594  3.248
O  4.056  -5.065  3.979
C  1.848  -3.958  3.930
H  2.632  -4.071  1.426
H  2.199  -5.702  1.568
H  3.904  -5.294  1.650
H  0.958  -4.429  3.500
H  2.015  -2.922  3.660
H  2.063  -4.062  4.988
C  -4.265  0.842  -0.027
C  -5.760  1.475  0.181
O  -6.549  1.286  1.303
C  -6.140  2.349  -0.949
H  -3.634  1.586  -0.509
H  -4.503  0.107  -0.809
H  -3.860  0.256  0.669
H  -5.740  1.966  -1.695
H  -5.687  3.420  -0.684
H  -7.237  2.296  -1.236
C  -1.407  2.624  -2.586
C  -2.859  2.791  -2.919
O  -3.563  1.732  -3.238
C  -3.470  4.171  -2.617
H  -0.840  3.332  -3.054
H  -1.113  1.803  -3.244
H  -1.355  2.333  -1.471
H  -3.625  4.174  -1.632
H  -4.513  4.141  -3.115
H  -2.815  5.110  -2.834
C  3.068  0.298  4.560
C  3.567  -0.222  5.939
O  2.845  -1.018  6.785
C  4.975  0.226  6.372
H  2.089  0.183  4.442
H  3.522  0.014  3.667
H  3.049  1.340  4.770
H  5.614  0.875  5.838
H  5.553  -0.513  6.436
H  4.660  0.589  7.549
C  -6.018  -1.807  -4.029
C  -5.088  -2.347  -2.907
O  -5.543  -2.883  -1.791
C  -3.636  -2.228  -3.147
H  -7.019  -2.309  -4.160
H  -5.481  -1.907  -4.908
H  -6.156  -0.731  -3.928
H  -3.461  -1.090  -3.158
H  -3.205  -2.617  -3.896
H  -3.061  -2.408  -2.255
C  1.745  -0.276  1.203
C  0.869  -1.146  0.184
O  1.188  -2.374  -0.130
C  -0.376  -0.468  -0.367
H  1.364  -0.347  2.179
H  1.824  0.774  0.855
H  2.693  -0.635  1.311
H  -0.710  -1.002  -1.279
H  0.000  0.552  -0.756
H  -1.248  -0.479  0.391


No. 2
Computed, not measured: the molecule C5H7NO2 at a distorted geometry, with the ωB97M-V functional and the def2-TZVPD basis.

SMILES = C#C[C@@H](NC)C(=O)O
ΔE to the lowest compared entry with this formula, charge and spin = 71.74 kcal/mol
molar mass = 113.1 g/mol
frontier orbital gap = 0.3746 hartree
multiplicity = 1
E_HOMO = -0.3517 Eh

Geometry (Å):
C  2.189  2.028  -0.089
C  1.467  1.064  -0.037
C  0.845  -1.190  -1.134
C  -1.748  -0.071  1.106
C  0.496  -0.260  0.097
N  -0.832  0.217  0.000
O  -0.256  -1.616  -1.794
O  1.906  -1.663  -1.381
H  2.964  2.843  -0.187
H  -1.419  0.421  2.035
H  -2.679  0.128  0.801
H  -1.725  -1.224  1.267
H  0.880  -0.694  1.029
H  -0.955  -1.105  -1.367
H  -1.132  1.123  -0.347


No. 3
Computed, not measured: the molecule C17H22N4O3S2 at a distorted geometry, with the ωB97M-V functional and the def2-TZVPD basis.

SMILES = CCc1nnc(NC(=O)C2CCN(S(=O)(=O)Cc3ccccc3)CC2)s1
ΔE to the lowest compared entry with this formula, charge and spin = 44.69 kcal/mol
molar mass = 394.5 g/mol
frontier orbital gap = 0.3495 hartree
multiplicity = 1
E_HOMO = -0.3288 Eh

Geometry (Å):
C  -6.556  -1.549  1.195
H  -6.050  -2.283  0.573
H  -6.061  -1.514  2.164
H  -7.585  -1.866  1.341
C  -6.521  -0.173  0.529
C  -5.129  0.283  0.307
N  -4.593  0.480  -0.837
N  -3.328  0.881  -0.806
C  -2.849  0.992  0.386
N  -1.602  1.409  0.723
C  -0.487  1.604  -0.074
O  0.409  2.292  0.347
C  -0.510  0.987  -1.461
H  -1.257  1.558  -2.024
C  0.874  1.180  -2.088
H  0.838  0.918  -3.146
C  1.906  0.323  -1.350
N  1.449  -1.040  -1.113
S  1.255  -1.459  0.507
O  0.529  -2.697  0.546
O  0.732  -0.383  1.305
C  2.968  -1.837  1.027
C  3.824  -0.625  1.003
C  3.620  0.389  1.934
C  4.375  1.546  1.884
C  5.352  1.699  0.914
C  5.570  0.690  -0.008
C  4.807  -0.464  0.032
H  4.976  -1.249  -0.690
H  6.333  0.803  -0.764
H  5.942  2.603  0.877
H  4.200  2.331  2.604
H  2.848  0.273  2.679
H  2.850  -2.250  2.027
H  3.295  -2.609  0.337
C  0.273  -1.389  -1.888
C  -0.908  -0.507  -1.482
H  -1.746  -0.665  -2.161
H  -1.213  -0.830  -0.486
H  0.518  -1.293  -2.947
H  0.048  -2.433  -1.671
H  2.839  0.278  -1.923
H  2.115  0.783  -0.383
H  1.173  2.225  -2.001
H  -1.447  1.653  1.694
S  -4.020  0.593  1.647
H  -7.017  -0.209  -0.442
H  -7.040  0.551  1.162


No. 4
Computed, not measured: the molecule C25H28O8 at a distorted geometry, with the ωB97M-V functional and the def2-TZVPD basis.

SMILES = CCCCCc1c2c(cc(O)c1C(=O)O)OC(=O)c1c(cc(OC)cc1C(=O)CCCC)O2
ΔE to the lowest compared entry with this formula, charge and spin = 462.98 kcal/mol
molar mass = 456.5 g/mol
frontier orbital gap = 0.2834 hartree
multiplicity = 1
E_HOMO = -0.3025 Eh

Geometry (Å):
C  -5.335  -5.010  0.718
C  -4.756  -3.643  1.077
C  -4.004  -2.812  -0.060
C  -3.628  -1.557  0.385
H  -2.998  -1.804  1.121
H  -4.595  -1.005  0.760
C  -3.013  -0.935  -0.546
C  -2.451  0.556  -0.386
C  -1.277  0.577  0.345
C  -0.632  1.711  0.869
C  -1.369  3.146  0.599
C  -2.616  3.064  -0.222
C  -3.087  1.561  -0.626
C  -4.418  1.922  -1.092
O  -4.929  2.863  -1.671
O  -5.232  0.684  -1.056
H  -5.995  0.751  -1.515
O  -3.081  4.109  -0.286
H  -3.768  4.149  -0.954
H  -0.909  3.924  1.027
O  0.400  1.885  1.568
C  1.462  1.254  1.770
O  2.495  1.656  2.349
C  1.639  0.003  0.949
C  0.651  -0.743  0.195
C  1.007  -2.114  -0.164
C  2.242  -2.724  -0.423
C  3.316  -1.514  -0.133
C  2.935  -0.490  0.600
C  4.229  0.389  0.866
O  5.116  0.149  1.428
C  4.196  1.721  -0.081
C  5.520  1.881  -0.800
C  5.588  0.599  -1.882
C  4.411  0.609  -2.837
H  4.688  0.154  -3.591
H  3.550  0.387  -2.515
H  4.292  1.668  -3.037
H  6.518  0.929  -2.403
H  5.584  -0.105  -1.252
H  6.439  1.720  -0.002
H  5.352  2.882  -1.086
H  4.161  2.502  0.818
H  3.280  1.729  -0.533
H  4.201  -1.884  -0.356
O  2.531  -3.819  -0.996
C  3.758  -4.337  -1.217
H  4.321  -3.732  -1.943
H  3.568  -5.126  -1.794
H  4.143  -4.240  -0.298
H  0.136  -2.757  -0.430
O  -0.637  -0.638  0.665
H  -1.874  -1.357  -1.086
H  -3.501  -0.798  -1.485
H  -3.187  -3.571  -0.226
H  -4.779  -2.698  -0.688
H  -4.274  -3.801  1.876
H  -5.849  -3.028  1.446
H  -6.030  -4.827  -0.195
H  -5.767  -5.526  1.732
H  -4.477  -5.700  0.251